Below is C67H57AsN5OPdS4 as an isolated structure, with properties calculated with ωB97M-V/def2-TZVPD.

```
136
Properties=species:S:1:pos:R:3:mulliken_charge:R:1
Pd 0.0852 -1.0116 -0.8283 1.910
N -0.9009 -0.3632 1.0196 -0.518
S -1.4720 0.9080 1.4421 1.184
N -0.7063 1.7676 2.6532 -0.055
S 0.3515 2.8785 2.5238 1.214
N 1.4697 2.9382 1.4626 -0.315
S 2.2252 1.5480 0.9292 1.182
N 1.5221 0.7350 -0.0334 -0.326
C 2.6690 0.7697 2.4922 0.778
C 1.8643 -0.2995 2.8622 0.943
C 2.1178 -0.9531 4.0579 -0.793
C 3.1665 -0.5405 4.8686 -0.978
C 3.9625 0.5298 4.4860 -0.869
C 3.7147 1.1931 3.2925 -0.583
C 3.7497 2.2988 0.3700 0.192
C 4.3978 1.5644 -0.6148 -0.532
C 5.5829 2.0526 -1.1447 -0.866
C 6.1005 3.2570 -0.6922 -0.663
C 5.4397 3.9814 0.2918 -0.860
C 4.2537 3.5048 0.8264 -0.153
C 1.0527 2.9540 4.1630 0.773
C 1.9269 4.0030 4.4159 -1.093
C 2.5189 4.0930 5.6623 -0.804
C 2.2456 3.1336 6.6310 -0.665
C 1.3822 2.0850 6.3559 -0.920
C 0.7728 1.9898 5.1129 -0.127
C -0.4366 4.4669 2.3442 0.625
C -0.0918 5.3259 1.3186 -0.099
C -0.7859 6.5209 1.1969 -0.834
C -1.7936 6.8377 2.0934 -0.596
C -2.1245 5.9635 3.1245 -0.729
C -1.4454 4.7655 3.2537 -0.841
C -1.8482 2.2031 0.2626 0.873
C -2.8491 3.1195 0.5611 -0.520
C -3.1569 4.1081 -0.3546 -1.141
C -2.4599 4.1829 -1.5551 -0.877
C -1.4449 3.2804 -1.8292 -1.102
C -1.1366 2.2750 -0.9197 0.004
C -3.0488 0.6705 2.2535 -0.337
C -3.1679 0.6693 3.6336 -0.388
C -4.3828 0.3112 4.2028 -0.794
C -5.4531 -0.0413 3.3946 -0.699
C -5.3119 -0.0542 2.0134 -0.867
C -4.1026 0.2922 1.4349 0.307
H 1.0528 -0.6066 2.2099 -0.503
H 1.4950 -1.7875 4.3561 0.547
H 3.3675 -1.0535 5.8001 0.492
H 4.7862 0.8460 5.1117 0.484
H 4.3440 2.0200 2.9928 0.500
H 3.9504 0.6412 -0.9645 0.456
H 6.0945 1.4971 -1.9190 0.483
H 7.0210 3.6400 -1.1120 0.405
H 5.8458 4.9228 0.6366 0.461
H 3.7160 4.0693 1.5766 0.314
H 2.1353 4.7418 3.6516 0.277
H 3.1918 4.9105 5.8808 0.460
H 2.7089 3.2074 7.6056 0.436
H 1.1786 1.3348 7.1078 0.520
H 0.1049 1.1745 4.8744 0.433
H 0.6903 5.0525 0.6241 0.523
H -0.5370 7.2037 0.3962 0.485
H -2.3269 7.7738 1.9932 0.429
H -2.9106 6.2167 3.8224 0.466
H -1.6981 4.0677 4.0425 0.382
H -3.3977 3.0556 1.4912 0.647
H -3.9497 4.8107 -0.1374 0.523
H -2.7107 4.9490 -2.2767 0.518
H -0.8896 3.3449 -2.7554 0.605
H -0.3282 1.5858 -1.1177 0.344
H -2.3296 0.9554 4.2522 0.265
H -4.4923 0.3137 5.2789 0.460
H -6.4018 -0.3073 3.8416 0.404
H -6.1426 -0.3382 1.3809 0.524
H -3.9786 0.2604 0.3582 0.346
O 2.7329 -1.8952 -1.0555 -0.630
S 3.1864 -2.1032 0.3498 1.006
C 4.6180 -3.2405 0.3477 -1.068
C 4.1393 -4.6133 0.8125 -0.448
C 2.9991 -4.3469 1.7973 -1.045
C 2.0930 -3.3574 1.0825 -0.200
H 5.3557 -2.8132 1.0272 0.424
H 5.0117 -3.2063 -0.6680 0.378
H 4.9522 -5.1899 1.2530 0.440
H 3.7558 -5.1811 -0.0390 0.139
H 3.3920 -3.9044 2.7173 0.316
H 2.4514 -5.2469 2.0773 0.424
H 1.3361 -2.8692 1.6969 0.366
H 1.5985 -3.8222 0.2232 -0.086
N -8.9995 -0.2615 -4.6014 -0.503
C -7.9487 -0.3823 -4.1520 -0.121
C -6.6442 -0.5294 -3.5908 0.556
C -5.5829 0.2243 -4.0920 -0.944
C -4.3231 0.0843 -3.5446 -0.322
C -4.1033 -0.8062 -2.4884 -0.015
C -5.1742 -1.5615 -1.9962 -0.181
C -6.4361 -1.4258 -2.5418 -0.934
C -2.8005 -0.9424 -1.9318 0.321
C -1.6894 -1.0499 -1.4604 -0.505
H -5.7524 0.9128 -4.9085 0.486
H -3.4913 0.6566 -3.9330 0.599
H -5.0014 -2.2574 -1.1858 0.617
H -7.2629 -2.0122 -2.1648 0.482
C 4.2884 -3.9607 -4.4328 -0.588
C 3.7121 -2.7832 -4.8822 -0.827
C 2.4863 -2.3699 -4.3816 -0.501
C 1.8305 -3.1336 -3.4256 0.505
C 2.4080 -4.3178 -2.9804 -0.157
C 3.6318 -4.7294 -3.4834 -0.905
As 0.1398 -2.5062 -2.6919 1.111
C -0.7124 -4.1541 -2.1542 0.754
C -0.6458 -5.2743 -2.9804 -0.091
C -1.2632 -6.4566 -2.6048 -0.881
C -1.9491 -6.5273 -1.4002 -0.674
C -2.0098 -5.4173 -0.5721 -1.007
C -1.3908 -4.2317 -0.9437 -1.124
C -0.7726 -1.8741 -4.2745 0.612
C -0.5038 -0.5782 -4.7040 -0.276
C -1.1285 -0.0775 -5.8347 -0.974
C -2.0409 -0.8614 -6.5291 -0.609
C -2.3251 -2.1429 -6.0866 -0.753
C -1.6924 -2.6516 -4.9608 -0.397
H 5.2416 -4.2843 -4.8297 0.407
H 4.2119 -2.1863 -5.6340 0.454
H 2.0537 -1.4490 -4.7493 0.346
H 1.9085 -4.9280 -2.2360 0.467
H 4.0675 -5.6597 -3.1405 0.419
H -0.1046 -5.2318 -3.9190 0.521
H -1.2059 -7.3223 -3.2511 0.446
H -2.4365 -7.4484 -1.1089 0.415
H -2.5442 -5.4677 0.3675 0.507
H -1.4498 -3.3675 -0.2915 0.444
H 0.1765 0.0557 -4.1438 0.480
H -0.9112 0.9293 -6.1678 0.409
H -2.5361 -0.4686 -7.4073 0.420
H -3.0476 -2.7515 -6.6141 0.452
H -1.9406 -3.6486 -4.6195 0.324
```

Relative energy (zero: lowest compared OMol25 entry of this formula, charge and spin), kcal per mole: 23.2
E_HOMO, eV: -9.9254
Orbital gap, eV: 7.95
Charge: +1
LUMO energy, hartree: -0.0724